Record 1
This record from the OMol25 dataset describes a single C5H5N3 molecule at a distorted geometry. The level of theory is the ωB97M-V functional and the def2-TZVPD basis.

For the gap between HOMO and LUMO, the calculation gives 9.4 eV. Its strongest force on any atom is 1.7 eV Å⁻¹. The value obtained for the total energy is -357.6836 Ha.

Structure (ORCA input):
```
! RIJCOSX wB97M-V def2-TZVPD def2/J DEFGRID3
* xyz 0 1
C 1.4720 -1.3721 -0.3837
C 0.4327 -0.6367 0.0139
C 0.5134 0.5276 0.9574
C -0.7359 1.8750 -0.3855
C -1.0371 -0.9568 -0.0486
H 1.4736 -2.3195 -0.9439
H 2.4990 -1.0466 -0.0185
H 1.0591 0.3616 1.9186
H -0.7433 2.9234 -0.7772
H -1.3981 -1.9416 0.2926
N 0.0022 1.6737 0.7674
N -1.5813 1.0724 -0.9849
N -1.9562 -0.1604 -0.4075
*
```

Record 2
This record from the OMol25 dataset describes 2 unconnected molecules or ions with the total composition C6H15NO at a distorted geometry. The level of theory is the ωB97M-V functional and the def2-TZVPD basis.

For the gap between HOMO and LUMO, the calculation gives 8.9 eV. Its strongest force on any atom is 4.6 eV Å⁻¹. The value obtained for the total energy is -367.5214 Ha.

Structure (ORCA input):
```
! RIJCOSX wB97M-V def2-TZVPD def2/J DEFGRID3
* xyz 0 1
C -0.5252 -2.8888 -0.9701
N 0.4755 -1.9714 -0.4519
C -0.0003 -0.7282 0.2154
C 1.1000 0.3305 -0.0904
C 0.9374 1.0076 -1.4137
C 1.7105 0.7095 -2.4537
C 0.3196 -1.1022 1.7287
H -0.0549 -3.8700 -1.0489
H -1.3671 -2.9372 -0.2742
H -0.9092 -2.5753 -1.9498
H 1.3107 -1.8676 -1.0096
H -1.0454 -0.4566 0.1288
H 1.0846 1.0797 0.7298
H 2.0341 -0.2134 0.1005
H 0.1430 1.7301 -1.3734
H 1.4268 1.0379 -3.4476
H 2.3298 -0.1755 -2.5286
H -0.5972 -1.3551 2.2895
H 0.5673 -0.2758 2.3993
H 1.0003 -1.9409 1.8078
H -3.8608 5.5500 3.1014
H -2.6386 5.2025 2.2631
O -3.4407 5.7102 2.2476
*
```

Record 3
This record from the OMol25 dataset describes a molecular structure, C27H20ClF9OPW at a distorted geometry. The level of theory is the ωB97M-V functional and the def2-TZVPD basis.

For the gap between HOMO and LUMO (alpha / beta), the calculation gives 7.2 / 7.6 eV. Its strongest force on any atom is 1.7 eV Å⁻¹. The value obtained for the total energy is -2883.4000 Ha. The expectation value of S² is 2.013.

Structure (ORCA input):
```
! RIJCOSX wB97M-V def2-TZVPD def2/J DEFGRID3
* xyz 1 3
C -1.0921 -1.3033 1.4520
C -0.9477 -1.8802 0.1505
C 0.4550 -2.0964 -0.0858
H -1.7682 -2.2069 -0.4763
C 1.1683 -1.7078 1.0925
C 0.2144 -1.1936 2.0377
H 0.4252 -0.8795 3.0434
H -2.0284 -1.1469 1.9670
H 0.8848 -2.5735 -0.9577
H 2.2347 -1.7790 1.2551
W 0.1465 0.1771 0.1370
Cl 2.3246 0.9750 0.1320
P 0.0036 0.3304 -2.3484
C 1.2325 -0.7495 -3.1837
C 0.9358 -1.4765 -4.3491
H -0.0704 -1.4636 -4.7662
C 1.9426 -2.2206 -4.9808
H 1.6989 -2.7776 -5.8849
C 3.2430 -2.2497 -4.4707
H 4.0280 -2.8260 -4.9788
C 3.5391 -1.5344 -3.3097
H 4.5464 -1.5458 -2.8951
C 2.5414 -0.7944 -2.6718
H 2.7997 -0.2370 -1.7709
C -1.6262 -0.1260 -3.0516
C -2.0546 -1.4658 -2.9883
H -1.3858 -2.2473 -2.6144
C -3.3417 -1.8131 -3.4132
H -3.6755 -2.8464 -3.3249
C -4.1942 -0.8439 -3.9537
H -5.1932 -1.1233 -4.3106
C -3.7644 0.4842 -4.0294
H -4.4228 1.2463 -4.4445
C -2.4997 0.8545 -3.5598
H -2.1858 1.8982 -3.5993
C 0.3531 1.9765 -3.0531
C 0.8815 2.1345 -4.3462
H 1.1418 1.2619 -4.9428
C 1.0762 3.4186 -4.8653
H 1.4783 3.5359 -5.8743
C 0.7697 4.5495 -4.1007
H 0.9251 5.5546 -4.5127
C 0.2622 4.3879 -2.8062
H 0.0204 5.2639 -2.2014
C 0.0541 3.1118 -2.2839
H -0.3431 3.0109 -1.2772
F -2.0757 3.9303 -0.1497
C -2.6473 3.3980 0.9712
F -2.8882 4.4251 1.8316
F -3.8291 2.8694 0.5861
C -1.7022 2.2971 1.5997
O -1.4296 1.3400 0.6329
C -0.4166 2.9735 2.1223
F -0.6593 3.9338 3.0458
F 0.4164 2.0502 2.6849
F 0.2753 3.5329 1.0871
C -2.4963 1.6291 2.7712
F -2.9505 2.5380 3.6649
F -3.5480 0.9149 2.2945
F -1.6963 0.7529 3.4475
*
```

Record 4
This record from the OMol25 dataset describes a molecular structure, C48H44Cl6N7NaO5S. The level of theory is the ωB97M-V functional and the def2-TZVPD basis.

For the gap between HOMO and LUMO, the calculation gives 5.3 eV. Its strongest force on any atom is 0.6 eV Å⁻¹. The value obtained for the total energy is -5936.8828 Ha.

Structure (ORCA input):
```
! RIJCOSX wB97M-V def2-TZVPD def2/J DEFGRID3
* xyz -2 1
Na 2.2488 1.5176 -0.2712
Cl 3.2074 -2.3060 5.3488
C 3.6117 -1.4587 3.8721
C 3.0268 -0.2188 3.6372
C 3.2794 0.4934 2.4657
N 2.7122 1.7100 2.1333
C 2.2396 2.5321 3.0358
O 2.1772 2.4583 4.2862
C 1.6181 3.7912 2.4218
C 0.6928 4.5023 3.1872
C 0.0875 5.6217 2.6501
C 0.4406 6.0219 1.3692
C 1.3843 5.2651 0.6928
N 1.9588 4.1738 1.1873
C 4.1504 -0.0945 1.4853
C 4.7883 -1.2944 1.7903
C 4.5048 -1.9845 2.9641
Cl 5.3077 -3.5142 3.2453
N 4.2228 0.5462 0.2617
C 5.2558 0.4917 -0.5453
O 6.3537 -0.0989 -0.4419
C 5.0072 1.2677 -1.8455
C 5.7739 0.9559 -2.9631
C 5.5016 1.5844 -4.1644
C 4.4930 2.5338 -4.2091
C 3.8028 2.8037 -3.0382
N 4.0385 2.1896 -1.8846
H 2.3798 0.2191 4.3815
H 0.4908 4.1479 4.1885
H -0.6500 6.1773 3.2198
H -0.0047 6.8888 0.8984
H 1.6885 5.5446 -0.3116
H 5.5300 -1.6780 1.1057
H 6.5524 0.2130 -2.8572
H 6.0560 1.3258 -5.0593
H 4.2243 3.0386 -5.1277
H 2.9998 3.5345 -3.0335
Cl -1.7424 4.5135 -6.1187
C -0.9078 3.4589 -4.9856
C -1.0593 3.6504 -3.6219
C -0.3936 2.8136 -2.7513
Cl -0.6093 3.0453 -1.0370
C 0.4724 1.7377 -3.1435
O 1.0934 0.9922 -2.3430
C 0.5517 1.6119 -4.5676
Cl 1.5428 0.3234 -5.1812
C -0.1035 2.4360 -5.4591
H -1.6874 4.4412 -3.2349
H 0.0147 2.2721 -6.5217
C -3.8913 1.3865 -0.4463
C -3.8994 0.0354 -1.1667
C -2.6938 -0.0508 -2.1138
C -5.1507 0.0112 -2.0633
C -3.9446 -1.1812 -0.1755
O -4.2263 -2.3740 -0.9522
C -5.0935 -1.0753 0.8616
C -4.8577 -0.4478 2.2394
C -4.2839 -1.3595 3.3079
C -4.5438 -2.7250 3.3663
C -4.0373 -3.5179 4.3882
C -3.2578 -2.9370 5.3687
Cl -2.6117 -3.9264 6.6526
C -2.9744 -1.5817 5.3406
C -3.4907 -0.8099 4.3142
C -2.5840 -1.6046 0.4322
N -1.6433 -0.5923 0.8584
C -0.4473 -0.3545 0.3079
N 0.1410 0.6553 0.8982
C -0.7227 0.9776 1.8848
N -1.8210 0.2497 1.9073
H -3.7801 2.1793 -1.1882
H -3.0732 1.4895 0.2603
H -4.8308 1.5595 0.0860
H -2.8334 0.6458 -2.9425
H -2.5908 -1.0538 -2.5319
H -1.7577 0.2303 -1.6396
H -5.1484 0.9117 -2.6789
H -6.0879 0.0127 -1.5011
H -5.1478 -0.8380 -2.7487
H -5.1279 -2.3002 -1.2800
H -5.4539 -2.0952 1.0011
H -5.9199 -0.5443 0.3839
H -5.8288 -0.0957 2.6064
H -4.2186 0.4269 2.1627
H -5.1459 -3.2046 2.6063
H -4.2387 -4.5799 4.4164
H -2.3351 -1.1455 6.0950
H -3.2394 0.2406 4.2684
H -2.0647 -2.1464 -0.3558
H -2.7567 -2.3028 1.2521
H -0.0917 -0.8756 -0.5677
H -0.5480 1.7768 2.5887
C -1.1611 -4.9008 0.1765
C -0.0808 -4.0220 -0.3991
C 0.9334 -3.5066 0.4045
C 1.9603 -2.7442 -0.1351
C 1.9833 -2.5080 -1.5032
C 0.9568 -2.9630 -2.3164
C -0.0688 -3.7137 -1.7580
S 3.3276 -1.6043 -2.2947
C 4.6440 -2.6383 -1.6415
O 3.2717 -1.9410 -3.7498
H -1.0780 -4.9605 1.2622
H -1.0869 -5.9157 -0.2199
H -2.1583 -4.5249 -0.0636
H 0.9296 -3.7056 1.4703
H 2.7263 -2.3367 0.5158
H 0.9952 -2.7343 -3.3738
H -0.8691 -4.0799 -2.3930
H 4.4722 -3.6453 -2.0206
H 4.6593 -2.6075 -0.5561
H 5.5727 -2.2151 -2.0176
*
```

Record 5
This record from the OMol25 dataset describes a single C3H10N2S molecule at a distorted geometry. The level of theory is the ωB97M-V functional and the def2-TZVPD basis.

For the gap between HOMO and LUMO, the calculation gives 9.9 eV. Its strongest force on any atom is 1.2 eV Å⁻¹. The value obtained for the total energy is -627.9812 Ha.

Structure (ORCA input):
```
! RIJCOSX wB97M-V def2-TZVPD def2/J DEFGRID3
* xyz 0 1
N 0.3199 1.0841 -1.5132
C -0.2816 0.1296 -0.6140
C 0.6825 -0.3169 0.4622
S 0.9891 0.8922 1.8089
C -0.8538 -1.0780 -1.3586
N -1.7947 -1.8062 -0.5494
H 0.4784 1.9841 -1.0854
H 1.3427 1.8686 0.9918
H -0.1707 1.2016 -2.3865
H -1.1755 0.5339 -0.1045
H 0.3535 -1.2532 0.9031
H 1.6777 -0.5277 0.0820
H -0.0244 -1.7092 -1.7023
H -1.3353 -0.7172 -2.2668
H -2.6416 -2.1135 -0.9854
H -1.8463 -1.6536 0.4389
*
```

Record 6
This record from the OMol25 dataset describes a molecular structure, C9H23Br2CaCl4F4KMgN3O7PS3 at a distorted geometry. The level of theory is the ωB97M-V functional and the def2-TZVPD basis.

For the gap between HOMO and LUMO, the calculation gives 3.4 eV. Its strongest force on any atom is 6.9 eV Å⁻¹. The value obtained for the total energy is -11448.6520 Ha.

Structure (ORCA input):
```
! RIJCOSX wB97M-V def2-TZVPD def2/J DEFGRID3
* xyz 2 1
O 1.2677 -0.4317 2.4750
S 0.9228 -1.3746 1.3101
F 1.6129 -2.6822 1.6756
P -1.2000 -1.7178 1.5894
O -1.5868 -1.5657 3.1515
O -1.8485 -0.6207 0.7317
S -1.6469 -3.4069 0.8776
H 1.2397 0.4867 2.1365
H -0.8082 -1.4966 3.7131
H -1.8877 0.2082 1.3377
C 1.3357 1.4273 -1.8443
C 0.4855 1.5633 -3.0972
N 0.3134 0.3877 -3.8517
C -0.2540 0.6527 -5.1694
C -1.6703 1.1998 -5.1405
C -0.1982 -0.7850 -3.1372
C -1.5399 -0.6543 -2.4154
H 2.3132 1.0154 -2.0826
H 1.4893 2.4095 -1.3896
H 0.8632 0.7913 -1.0940
H 0.9561 2.3119 -3.7408
H -0.5529 1.9901 -2.8151
H -0.2181 -0.2494 -5.7785
H 0.3975 1.3613 -5.6835
H -2.4023 0.4220 -4.9051
H -2.0333 1.6463 -6.2354
H -1.8115 2.0382 -4.4510
H 0.5548 -1.0806 -2.4027
H -0.2378 -1.6211 -3.8342
H -1.6115 0.2645 -1.8285
H -1.6605 -1.4853 -1.7231
H -2.3807 -0.6904 -3.1050
Br -2.3599 0.6315 3.3044
C -1.3559 -6.6016 -2.6468
O -1.4966 -7.6021 -3.3078
N -0.5230 -5.5689 -3.0317
N -2.0091 -6.3994 -1.4514
H -0.3910 -4.7347 -2.4949
H -0.0275 -5.6815 -3.8955
H -2.6210 -7.1274 -1.1350
H -1.9006 -5.5730 -0.8983
C -0.0284 4.2318 5.8515
F 0.2762 5.4330 5.5289
F 1.0702 3.4132 5.3501
F 0.0965 4.1791 7.2970
S -1.6777 3.6138 5.2534
O -1.4826 3.7531 3.8568
O -2.5605 4.5288 5.8729
O -1.6304 2.2784 5.8157
K -2.2226 -1.7312 5.0800
Mg -1.4927 3.5047 -2.1754
Cl 3.7352 0.1567 1.9268
Br -1.3035 2.7305 -7.5145
Ca 1.6516 2.8850 7.1613
C 6.0362 1.7329 4.5997
Cl 6.2698 2.2570 2.9754
Cl 7.4231 2.0386 5.6167
Cl 4.5707 2.5663 5.2914
H 5.8312 0.6704 4.5968
*
```